A molecular structure, C47H104CuN9O20 at a distorted geometry, computed with ωB97M-V/def2-TZVPD.

Properties
- multiplicity = 2
- net charge = +1
- gap between HOMO and LUMO (alpha / beta) (Eh) = 0.27235 / 0.22967
- DFT total energy (eV) = -149410.1159
- strongest force on any atom (Eh/bohr) = 0.0410

Geometry as XYZ:
```
181
Properties=species:S:1:pos:R:3:forces:R:3:lowdin_spin:R:1
Cu -2.8249 -0.4917 0.8369 0.78 0.10 -1.95 0.775
C 3.9423 3.2468 4.7187 -0.59 0.34 -0.42 0.000
C 4.6879 2.4641 3.6359 0.82 0.52 1.20 0.000
N 5.1469 3.2979 2.5232 -1.50 -0.17 -0.09 0.000
C 5.9142 4.4286 2.5405 0.19 -0.21 0.50 0.000
C 5.9190 4.9016 1.2776 0.20 0.33 -0.06 0.000
N 5.1223 4.0729 0.5214 0.09 0.47 -0.59 0.000
C 4.6206 3.1485 1.3093 0.37 -0.98 0.05 0.000
C 4.9051 4.2324 -0.9318 -0.31 0.42 0.67 0.000
H 3.1457 3.8277 4.2470 0.00 0.02 0.13 0.000
H 4.5449 3.9373 5.3077 0.30 -0.08 -0.22 0.000
H 3.4478 2.5862 5.4294 0.10 -0.20 -0.10 0.000
H 4.0529 1.6890 3.2235 0.12 -0.13 -0.13 0.000
H 5.5887 2.0431 4.0848 -0.10 -0.41 -0.14 0.000
H 6.3572 4.7572 3.4625 0.19 0.20 -0.14 0.000
H 6.4135 5.7613 0.8670 0.03 0.01 -0.10 0.000
H 4.0141 2.2959 1.0127 0.07 0.26 -0.20 0.000
H 3.9780 4.7875 -1.0701 0.20 -0.13 -0.04 0.000
H 4.7954 3.2651 -1.4058 0.19 0.03 0.01 0.000
H 5.7446 4.8206 -1.2820 0.09 -0.15 -0.33 0.000
C 4.2675 -1.6157 3.0527 0.79 0.12 0.37 0.000
C 3.5983 -2.5154 4.0698 0.19 0.07 0.74 0.000
N 2.2845 -3.0066 3.6418 0.31 0.11 0.72 0.000
C 1.1628 -2.2330 3.4360 0.86 0.52 -0.89 0.000
C 0.2006 -3.0725 3.0152 -1.50 -0.55 0.52 0.000
N 0.6759 -4.3442 3.1750 0.03 -0.25 -0.79 0.000
C 1.9515 -4.2793 3.5033 0.23 -0.25 0.15 0.000
C -0.0553 -5.5783 2.8882 -0.03 -0.23 0.13 0.000
H 4.5873 -2.1555 2.1648 -0.33 0.03 -0.16 0.000
H 5.2001 -1.2405 3.4903 -0.11 -0.09 0.07 0.000
H 3.7002 -0.7228 2.7958 -0.27 -0.21 -0.20 0.000
H 3.4851 -2.0243 5.0443 -0.30 0.24 -0.32 0.000
H 4.2123 -3.3755 4.3473 -0.05 -0.11 -0.52 0.000
H 1.2590 -1.1628 3.4213 -0.27 0.06 0.06 0.000
H -0.8227 -2.9828 2.6752 0.06 0.50 0.01 0.000
H 2.6039 -5.1223 3.6443 0.06 -0.02 0.01 0.000
H -1.0478 -5.3544 2.5039 0.04 0.23 -0.01 0.000
H -0.1646 -6.1286 3.8196 0.00 -0.12 -0.04 0.000
H 0.5010 -6.1425 2.1468 -0.06 -0.10 -0.04 0.000
N -3.6840 -3.7164 1.3590 -0.07 -0.64 -0.34 0.001
O -3.3880 -4.4802 2.3134 -0.28 1.11 -1.15 0.004
O -4.4993 -4.0671 0.4629 0.99 0.86 1.32 0.001
O -3.0704 -2.5922 1.2596 0.02 -0.88 0.15 0.017
C 1.4404 -0.4421 0.5096 -1.15 -0.27 0.23 0.002
C 0.0635 -0.2903 0.3983 -0.08 1.08 -0.07 0.005
C -0.5022 1.0507 -0.1225 0.41 0.07 -0.23 0.006
O -1.7658 1.1166 -0.1679 -0.67 -0.28 0.92 0.072
C 0.3695 2.0710 -0.5008 -0.88 -1.18 0.12 0.002
C 1.7588 1.8770 -0.4014 -1.25 1.29 0.03 0.000
C 2.3069 0.6146 0.1918 0.31 -1.61 0.17 0.000
O 3.5222 0.5004 0.4053 0.65 0.58 0.05 -0.001
O 2.5214 2.8007 -0.6830 1.22 0.24 -0.36 -0.002
O -0.8219 -1.1250 0.7395 -0.58 -0.23 0.70 0.042
H 1.8266 -1.3297 0.9905 0.19 -0.06 -0.20 0.000
H -0.0128 3.0135 -0.8669 0.02 0.04 -0.02 0.000
C 2.7850 -3.1538 -3.9998 0.13 0.70 0.86 0.000
O 1.5861 -2.9305 -4.6821 -0.28 -0.05 -0.72 0.000
C 0.5189 -2.4403 -3.8958 -0.19 -0.57 0.71 0.000
C 0.7668 -1.0192 -3.4264 0.98 0.42 -0.12 0.000
N 0.9184 -0.1561 -4.5984 0.10 -0.26 0.14 0.000
C 1.4953 1.1459 -4.2925 -0.63 -0.09 0.72 0.000
C 2.9412 1.1497 -3.8644 0.11 0.85 -0.08 0.000
O 3.6937 0.8285 -4.9971 -0.03 -0.55 -0.56 0.000
C 5.0710 0.8912 -4.8152 0.62 0.54 -0.35 0.000
H 3.4896 -3.6308 -4.6692 0.00 -0.10 -0.12 0.000
H 2.6676 -3.7384 -3.0794 -0.15 -0.33 -0.24 0.000
H 3.2012 -2.1990 -3.6448 0.28 -0.03 -0.25 0.000
H 0.4083 -3.1284 -3.0416 -0.15 0.30 0.01 0.000
H -0.3824 -2.5395 -4.5005 0.07 0.20 -0.14 0.000
H 1.7009 -1.0481 -2.8302 -0.14 -0.01 0.02 0.000
H 0.0492 -0.5705 -2.7308 -0.43 -0.41 -0.22 0.000
H 1.5416 -0.6470 -5.2383 -0.18 0.14 -0.10 0.000
H 0.9269 1.5972 -3.4713 -0.10 -0.09 0.00 0.000
H 1.3415 1.8066 -5.1445 0.30 0.03 -0.08 0.000
H 3.1807 0.4949 -3.0140 -0.14 -0.29 -0.07 0.000
H 3.1786 2.1638 -3.5122 0.11 0.10 -0.09 0.000
H 5.3494 0.4606 -3.8524 0.25 -0.04 0.07 0.000
H 5.4413 1.9254 -4.9077 -0.16 0.03 0.49 0.000
H 5.5920 0.3878 -5.6317 -0.30 -0.40 0.11 0.000
C -3.8354 6.7001 5.3091 -0.01 0.07 0.28 0.000
O -3.2095 6.2896 4.1177 0.02 0.81 -0.03 0.000
C -3.3784 4.9233 3.9007 0.66 -0.71 0.70 0.000
C -2.5690 4.5494 2.6868 -0.38 1.27 0.15 0.000
N -3.2341 5.0908 1.5125 0.57 -0.59 -0.97 0.000
C -2.4672 4.7443 0.3186 0.68 0.84 -0.40 0.000
C -3.0243 5.4406 -0.9179 -0.27 -0.86 0.51 0.000
O -2.6928 6.8080 -0.8459 0.10 -0.12 0.13 0.000
C -2.5915 7.4234 -2.1086 0.22 0.43 0.21 0.000
H -3.4682 6.1185 6.1683 -0.18 -0.12 -0.14 0.000
H -4.9240 6.6039 5.2206 0.04 -0.02 0.16 0.000
H -3.5825 7.7359 5.5269 -0.01 0.07 -0.33 0.000
H -4.4385 4.6734 3.8145 -0.09 -0.16 -0.12 0.000
H -2.9390 4.4114 4.7711 -0.27 -0.29 0.07 0.000
H -2.4068 3.4780 2.5830 -0.24 -0.15 -0.04 0.000
H -1.5933 5.0279 2.8555 0.22 -0.23 -0.12 0.000
H -3.2310 6.1086 1.5203 -0.15 -0.10 0.52 0.000
H -2.3466 3.6643 0.2089 -0.45 -0.07 -0.11 0.000
H -1.4331 5.1446 0.3561 0.01 -0.20 0.33 0.000
H -4.1168 5.3042 -0.8892 0.08 0.09 -0.44 0.000
H -2.5845 4.9649 -1.8036 -0.15 0.15 -0.10 0.000
H -2.3298 8.4651 -1.9252 -0.16 0.03 -0.01 0.000
H -3.5382 7.3814 -2.6507 0.04 -0.07 -0.17 0.000
H -1.7654 6.9996 -2.6899 -0.20 -0.22 -0.14 0.000
C -2.3781 -2.3923 -1.8477 0.21 0.08 -0.73 0.000
O -2.9530 -1.1977 -1.3206 -0.06 -0.82 -0.58 0.000
C -4.1868 -0.9582 -1.9469 -1.15 0.41 0.78 0.000
C -4.6885 0.3576 -1.3789 0.12 0.38 -0.85 0.004
N -4.6347 0.4315 0.0956 0.58 -0.93 -0.06 0.061
C -5.7508 -0.3117 0.6879 -1.48 0.70 0.14 0.003
C -5.6849 -0.2222 2.1814 -0.22 -0.10 0.60 0.000
O -4.5720 -0.9900 2.5818 0.49 0.54 0.32 0.001
C -4.5552 -1.2317 3.9782 0.34 -0.40 0.35 0.000
H -1.4095 -2.5478 -1.3862 -0.04 0.15 0.08 0.000
H -2.2607 -2.2336 -2.9278 0.26 -0.07 0.07 0.000
H -2.9945 -3.2920 -1.7492 -0.18 0.24 0.47 0.000
H -4.9113 -1.7541 -1.7303 0.23 -0.22 0.14 0.000
H -4.1559 -0.8850 -3.0373 0.47 0.11 -0.03 0.000
H -5.7138 0.5619 -1.7117 0.04 -0.19 0.02 0.002
H -4.0764 1.1500 -1.8097 0.12 0.05 0.34 0.000
H -4.7534 1.4213 0.3080 0.25 -0.18 0.36 0.001
H -5.8388 -1.3492 0.3682 0.72 -0.08 -0.06 0.000
H -6.6991 0.1360 0.3544 0.08 0.10 0.06 0.002
H -6.5905 -0.5975 2.6720 -0.05 -0.18 -0.29 0.000
H -5.5848 0.8140 2.5398 0.11 0.05 -0.19 0.000
H -3.5961 -1.6540 4.2843 0.06 -0.02 -0.45 0.000
H -5.3048 -1.9946 4.2136 -0.15 0.33 0.16 0.000
H -4.6736 -0.3134 4.5643 -0.34 -0.03 -0.13 0.000
C 1.0953 -3.9657 -0.3167 0.65 0.24 -0.10 0.000
O 0.4730 -5.2200 -0.2797 -0.64 -0.12 1.01 0.000
C -0.8867 -5.1214 -0.6611 0.28 0.13 -1.39 0.000
C -1.6244 -6.4350 -0.5594 -0.56 0.72 1.09 0.000
N -2.9605 -6.2217 -1.1135 0.34 -0.54 -0.01 0.000
C -3.7207 -7.4543 -1.0989 -0.90 -0.69 -0.96 0.000
C -5.1490 -7.1718 -1.5862 0.79 -0.12 1.32 0.000
O -5.7832 -8.4143 -1.7453 -0.05 0.09 -0.24 0.000
C -7.1392 -8.2663 -2.0666 -0.50 -0.20 0.05 0.000
H 1.4358 -3.7497 -1.3332 0.10 0.11 0.08 0.000
H 1.9679 -4.0200 0.3379 0.16 0.03 -0.09 0.000
H 0.4825 -3.1186 0.0185 -0.28 -0.30 0.06 0.000
H -0.8831 -4.7797 -1.7102 -0.26 -0.18 0.01 0.000
H -1.4403 -4.3372 -0.1213 0.28 -0.15 0.37 0.000
H -1.7455 -6.6435 0.5191 0.33 -0.37 -0.05 0.000
H -1.1146 -7.2783 -1.0138 0.08 0.09 -0.32 0.000
H -3.4502 -5.5811 -0.4880 0.05 0.03 -0.21 0.000
H -3.7531 -7.9748 -0.1296 -0.10 0.32 0.17 0.000
H -3.3636 -8.2301 -1.7891 0.59 0.44 -0.07 0.000
H -5.1347 -6.5914 -2.5105 -0.03 0.05 -0.08 0.000
H -5.5993 -6.5918 -0.7641 -0.48 0.11 -0.40 0.000
H -7.6797 -7.7857 -1.2423 -0.04 0.05 -0.06 0.000
H -7.5651 -9.2558 -2.2265 0.09 -0.05 0.09 0.000
H -7.3136 -7.6940 -2.9861 0.22 0.12 0.04 0.000
C -2.0493 1.6074 -3.6670 0.48 -0.13 -1.24 0.000
O -2.9567 1.7239 -4.7797 -0.13 0.21 0.66 0.000
H -1.0921 2.0744 -3.9338 -0.11 -0.13 0.15 0.000
H -2.4209 2.1503 -2.7994 -0.32 -0.25 -0.08 0.000
H -1.8699 0.5382 -3.4855 0.00 0.30 0.49 0.000
H -2.5178 1.3797 -5.5634 0.08 0.00 0.10 0.000
C 4.6769 -2.3309 -0.8299 1.08 -0.46 -0.86 0.000
O 4.8805 -3.6090 -1.4535 -0.57 -0.07 0.50 0.000
H 5.6709 -1.9689 -0.5529 -0.23 0.44 0.19 0.000
H 4.2118 -1.6640 -1.5597 -0.18 0.29 0.33 0.000
H 4.0816 -2.4157 0.0719 -0.27 -0.26 -0.15 0.000
H 5.4642 -3.4766 -2.2044 0.03 0.00 -0.01 0.000
C 6.5943 0.6397 -1.1467 -1.03 0.67 -0.09 0.000
O 6.4220 0.5064 0.2586 0.16 -0.07 -0.09 0.000
H 6.2210 1.6250 -1.4769 0.31 -0.10 0.01 0.000
H 7.6351 0.5552 -1.4453 0.03 -0.22 0.24 0.000
H 5.9503 -0.0717 -1.6725 0.42 -0.18 -0.10 0.000
H 5.4666 0.4142 0.3915 0.03 0.00 0.03 0.000
C 0.8719 2.7781 2.9776 0.29 -0.80 0.50 0.000
O 0.5371 3.0165 4.3361 0.02 0.65 0.27 0.000
H 1.7807 2.1676 3.0441 0.00 -0.09 -0.62 0.000
H 0.1069 2.2233 2.4359 -0.04 0.05 -0.05 0.000
H 1.1092 3.6878 2.4275 -0.20 0.21 0.18 0.000
H -0.2791 2.5997 4.6143 -0.12 -0.04 -0.35 0.000
C 1.9003 5.7021 -2.5741 -0.69 0.37 0.40 0.000
O 1.7382 4.4003 -3.0597 0.48 -0.67 -0.26 0.000
H 1.0914 5.9072 -1.8621 0.15 0.32 0.11 0.000
H 2.8566 5.8978 -2.0802 0.01 -0.07 -0.11 0.000
H 1.8057 6.4031 -3.3995 0.01 -0.04 -0.12 0.000
H 1.9883 3.7761 -2.3582 -0.12 0.17 0.05 0.000
```
Forces are in eV/Å.